Record 1
The following is a DFT calculation (the ωB97M-V functional and the def2-TZVPD basis) of 12 unconnected molecules or ions with the total composition C6H39N2O11 at a distorted geometry.

Structure (XYZ):
```
58
Properties=species:S:1:pos:R:3:lowdin_charge:R:1
C -1.183 -1.353 -0.061 -0.20
N -1.186 -0.007 -0.607 -0.07
C -2.491 0.538 -0.973 -0.21
C -3.344 -0.218 -2.068 -0.17
C -2.526 -0.858 -3.195 -0.27
C -1.498 -0.016 -3.921 -0.11
C 0.024 -1.610 0.822 -0.17
N 0.409 -0.473 1.631 0.16
H -2.129 -1.547 0.436 0.12
H -1.131 -2.079 -0.893 0.12
H -0.480 0.117 -1.323 0.08
H -3.120 0.378 -0.081 0.11
H -2.268 1.584 -1.139 0.10
H -3.924 0.574 -2.522 0.11
H -3.860 -0.999 -1.472 0.12
H -2.134 -1.818 -2.946 0.08
H -3.360 -0.867 -3.970 0.13
H -0.747 0.380 -3.228 0.02
H -1.941 0.897 -4.390 0.10
H -0.943 -0.728 -4.535 0.08
H -0.093 -2.484 1.494 0.13
H 0.901 -1.934 0.219 0.12
H -0.033 -0.542 2.572 0.16
H 1.357 -0.275 2.030 0.15
H -0.087 0.395 1.305 0.14
H 3.399 -2.905 0.208 0.04
H 3.030 -4.446 0.759 0.07
O 3.388 -3.568 0.905 -0.04
H -2.163 3.394 2.277 0.05
H -1.160 3.523 1.232 0.02
O -1.742 2.850 1.598 -0.05
H -1.242 -3.531 4.116 0.05
H -2.475 -2.997 3.605 0.05
O -1.563 -2.689 3.760 -0.08
H 2.784 4.413 -0.485 0.06
H 2.008 4.841 -1.796 0.07
O 2.161 4.135 -1.158 -0.04
H 1.613 1.302 -1.145 0.03
H 2.797 0.277 -1.079 0.04
O 2.176 0.785 -0.539 -0.06
H 3.464 -2.265 3.481 0.05
H 2.997 -2.288 2.106 0.00
O 2.672 -2.006 2.994 -0.08
H -3.008 -0.269 3.593 0.06
H -2.240 -0.450 2.223 -0.02
O -3.035 -0.657 2.709 -0.04
H 3.026 1.358 3.546 0.02
H 1.901 2.274 3.052 -0.02
O 2.230 1.806 3.847 -0.07
H -0.368 2.396 -2.753 0.04
H 0.945 3.058 -2.447 0.00
O 0.578 2.322 -2.958 -0.05
H 3.733 -1.742 -2.541 0.06
H 2.305 -2.328 -2.681 0.05
O 2.801 -1.571 -2.350 -0.05
H 1.136 3.197 0.675 0.04
H 2.068 2.088 0.709 0.01
O 1.570 2.636 1.351 -0.08
```

Its net charge is +1. The molar mass is 315.4 g mol⁻¹. The calculation puts the gap between HOMO and LUMO at 9.1 eV. As for the spin multiplicity: 1. The calculation puts the HOMO energy at -11.68 eV. The calculation puts the maximum force at 4.3 eV/A.

***

Record 2
The following is a DFT calculation (the ωB97M-V functional and the def2-TZVPD basis) of a single C3H5NS2 molecule at a distorted geometry.

Structure (XYZ):
```
11
Properties=species:S:1:pos:R:3:lowdin_charge:R:1
C 0.436 1.664 0.029 -0.18
C 0.602 0.198 -0.091 -0.79
S 2.109 -0.478 -0.174 0.77
C -0.639 -0.622 -0.079 -0.92
N -0.488 -1.934 0.029 0.05
S -2.139 0.067 -0.170 0.68
H -0.132 1.988 -0.846 0.08
H -0.242 1.816 0.857 0.06
H 1.371 2.170 0.225 0.07
H -1.304 -2.568 0.052 0.12
H 0.425 -2.300 0.169 0.04
```

The SMILES is CC(=S)C(N)=S. Its net charge is 0. The molar mass is 119.2 g mol⁻¹. The calculation puts the gap between HOMO and LUMO at 7.1 eV. As for the spin multiplicity: 1. The calculation puts the HOMO energy at -8.63 eV. The calculation puts the maximum force at 2.0 eV/A.

***

Record 3
The following is a DFT calculation (the ωB97M-V functional and the def2-TZVPD basis) of a molecular structure, C29H23N5O3W.

Structure (XYZ):
```
61
Properties=species:S:1:pos:R:3:lowdin_charge:R:1
W 0.740 0.417 0.233 1.70
C 2.407 3.972 -1.755 -0.04
C 2.225 2.771 -1.047 -0.12
N 1.037 2.197 -0.915 -0.06
C -0.036 2.753 -1.572 -0.12
C 0.071 3.933 -2.320 -0.15
C 1.341 4.555 -2.377 -0.01
C -1.086 4.409 -2.985 -0.05
C -2.256 3.702 -2.898 -0.08
C -2.366 2.507 -2.159 0.00
C -1.261 2.027 -1.484 -0.20
N -1.094 0.905 -0.740 -0.05
C -1.837 -0.220 -0.532 -0.27
C -3.147 -0.544 -0.665 -0.02
C -3.730 -1.678 0.030 -0.07
C -3.415 -2.171 1.253 -0.04
C -2.413 -1.573 2.129 -0.14
C -2.550 -1.411 3.504 0.01
C -1.669 -0.591 4.204 -0.05
C -0.690 0.100 3.510 -0.11
N -0.509 -0.090 2.200 0.03
C -1.280 -0.979 1.567 -0.24
H 3.399 4.398 -1.810 0.11
H 3.068 2.254 -0.601 0.12
H 1.463 5.474 -2.936 0.12
H -1.026 5.318 -3.568 0.11
H -3.132 4.067 -3.419 0.11
H -3.306 1.977 -2.127 0.09
H -3.818 0.066 -1.257 0.09
H -4.607 -2.116 -0.439 0.10
H -4.033 -2.960 1.665 0.11
H -3.373 -1.884 4.026 0.12
H -1.771 -0.447 5.270 0.11
H -0.048 0.811 4.018 0.10
N 1.506 1.805 1.835 -0.08
C 2.668 1.265 2.582 -0.12
C 3.348 0.156 1.793 -0.54
O 4.474 -0.204 2.081 0.06
N 2.555 -0.338 0.807 -0.13
C 3.112 -1.338 -0.087 -0.11
C 2.504 -1.153 -1.470 -0.58
O 2.908 -1.742 -2.438 0.09
O 1.502 -0.273 -1.510 -0.19
H 1.751 2.679 1.378 0.09
H 0.737 2.023 2.457 0.08
H 2.318 0.840 3.523 0.12
H 3.398 2.037 2.818 0.13
H 2.850 -2.347 0.246 0.13
H 4.199 -1.283 -0.141 0.13
C -0.851 -1.108 0.170 -0.30
C -0.515 -2.462 -0.347 -0.20
C -0.596 -2.751 -1.706 -0.02
C -0.182 -3.983 -2.186 -0.07
C 0.315 -4.948 -1.320 -0.09
C 0.398 -4.669 0.036 -0.08
C -0.010 -3.433 0.518 -0.04
H -0.963 -1.997 -2.390 0.12
H -0.231 -4.185 -3.249 0.11
H 0.647 -5.904 -1.702 0.10
H 0.788 -5.411 0.721 0.10
H 0.073 -3.223 1.579 0.12
```

Its net charge is 0. The molar mass is 673.4 g mol⁻¹. The calculation puts the gap between HOMO and LUMO (alpha / beta) at 5.6 / 5.9 eV. As for the spin multiplicity: 1. The calculation puts the HOMO energy (alpha / beta) at -6.16 / -6.46 eV. The calculation puts the maximum force at 0.3 eV/A.

***

Record 4
The following is a DFT calculation (the ωB97M-V functional and the def2-TZVPD basis) of 2 unconnected molecules or ions with the total composition C2H2OS2 at a distorted geometry.

Structure (XYZ):
```
7
Properties=species:S:1:pos:R:3:lowdin_charge:R:1
O -0.542 1.868 3.052 0.09
C -1.335 1.147 2.582 -0.88
S -2.168 0.012 1.945 0.78
C 0.929 -0.766 -1.951 -0.63
S 1.924 -0.510 -0.749 0.62
H 1.303 -0.887 -3.070 0.05
H -0.111 -0.863 -1.809 -0.03
```

The SMILES is O=C=S.C=S. Its net charge is 0. The molar mass is 106.2 g mol⁻¹. The calculation puts the gap between HOMO and LUMO at 8.6 eV. As for the spin multiplicity: 1. The calculation puts the HOMO energy at -8.94 eV. The calculation puts the maximum force at 3.3 eV/A.

***

Q: Which formula does entry 2 have?
A: C3H5NS2

***

Q: Among the records above, which one has the highest molar mass?
A: C29H23N5O3W

***

Please write out number 4 again, unchanged.
The following is a DFT calculation (the ωB97M-V functional and the def2-TZVPD basis) of 2 unconnected molecules or ions with the total composition C2H2OS2 at a distorted geometry.

Structure (XYZ):
```
7
Properties=species:S:1:pos:R:3:lowdin_charge:R:1
O -0.542 1.868 3.052 0.09
C -1.335 1.147 2.582 -0.88
S -2.168 0.012 1.945 0.78
C 0.929 -0.766 -1.951 -0.63
S 1.924 -0.510 -0.749 0.62
H 1.303 -0.887 -3.070 0.05
H -0.111 -0.863 -1.809 -0.03
```

The SMILES is O=C=S.C=S. Its net charge is 0. The molar mass is 106.2 g mol⁻¹. The calculation puts the gap between HOMO and LUMO at 8.6 eV. As for the spin multiplicity: 1. The calculation puts the HOMO energy at -8.94 eV. The calculation puts the maximum force at 3.3 eV/A.